Entry 1:
{"formula": "C4H8N2O", "method": "ωB97M-V/def2-TZVPD", "relative_energy_kj_mol": 202.7, "energy_ev": -9304.293, "smiles": "CC(C)=N.N=C=O", "homo_ev": -9.9, "lumo_ev": 0.5, "multiplicity": 1, "homo_lumo_gap_ev": 10.35, "elements": ["C", "C", "C", "N", "H", "H", "H", "H", "H", "H", "H", "N", "C", "O", "H"], "positions_angstrom": [[-0.779, -0.010, 2.118], [-0.204, 0.742, 0.921], [1.249, 0.507, 0.517], [-1.011, 1.334, 0.198], [-1.814, 0.079, 1.857], [-0.376, 0.273, 3.166], [-0.446, -1.031, 1.885], [1.741, 1.355, 0.029], [0.997, -0.421, -0.188], [1.739, 0.189, 1.426], [-0.532, 1.664, -0.685], [-0.320, -0.447, -2.923], [-0.226, -1.654, -2.858], [-0.289, -2.803, -2.972], [0.270, 0.223, -2.490]], "mulliken_charge": [-1.04, 0.77, -1.07, -0.65, 0.36, 0.29, 0.26, 0.34, 0.17, 0.33, 0.23, -0.47, 0.59, -0.39, 0.29]}

---

Entry 2:
{"formula": "C4H8N2O", "method": "ωB97M-V/def2-TZVPD", "relative_energy_kj_mol": 168.4, "energy_ev": -9304.648, "smiles": "NC(=O)CN1CC1", "homo_ev": -9.5, "lumo_ev": 1.1, "multiplicity": 1, "homo_lumo_gap_ev": 10.55, "elements": ["N", "C", "O", "C", "N", "C", "C", "H", "H", "H", "H", "H", "H", "H", "H"], "positions_angstrom": [[-0.752, -2.084, -0.385], [-0.790, -1.281, 0.710], [-1.685, -1.313, 1.537], [0.397, -0.335, 0.843], [0.774, 0.277, -0.431], [0.786, 1.732, -0.438], [-0.287, 0.989, -1.132], [-1.550, -2.671, -0.573], [-0.049, -1.949, -1.095], [0.116, 0.398, 1.610], [1.259, -0.900, 1.218], [0.506, 2.229, 0.491], [1.588, 2.213, -0.991], [-1.282, 0.995, -0.688], [-0.268, 0.885, -2.215]], "mulliken_charge": [-0.37, 0.45, -0.61, -0.38, -0.32, -0.38, -0.33, 0.23, 0.24, 0.21, 0.32, 0.24, 0.23, 0.22, 0.25]}

---

Entry 3:
{"formula": "C4H8N2O", "method": "ωB97M-V/def2-TZVPD", "relative_energy_kj_mol": 664.5, "energy_ev": -9299.506, "homo_ev": [-7.8, -7.7], "lumo_ev": [0.4, 0.6], "multiplicity": 1, "homo_lumo_gap_ev": [8.17, 8.34], "elements": ["C", "C", "C", "C", "N", "N", "O", "H", "H", "H", "H", "H", "H", "H", "H"], "positions_angstrom": [[-1.472, 1.510, -0.715], [-0.244, 1.024, -0.107], [1.440, -1.595, 0.341], [0.968, -0.524, 1.199], [-2.174, -0.692, -1.468], [-0.237, -0.038, 0.541], [-2.135, 0.469, -1.741], [-1.407, 2.436, -1.256], [-2.328, 1.599, -0.025], [0.662, 1.757, -0.145], [2.140, -2.306, 0.671], [0.565, -2.209, 0.065], [1.742, -1.119, -0.607], [0.717, -0.671, 2.215], [1.763, 0.359, 1.032]], "mulliken_charge": [-0.43, 0.06, -1.11, -0.26, -0.13, -0.33, -0.07, 0.30, 0.23, 0.22, 0.40, 0.31, 0.25, 0.36, 0.21]}

---

Entry 4:
{"formula": "C4H8N2O", "method": "ωB97M-V/def2-TZVPD", "relative_energy_kj_mol": 587.3, "energy_ev": -9300.306, "homo_ev": -8.5, "lumo_ev": 0.5, "multiplicity": 1, "homo_lumo_gap_ev": 9.00, "elements": ["C", "N", "C", "N", "C", "C", "O", "H", "H", "H", "H", "H", "H", "H", "H"], "positions_angstrom": [[1.580, 1.223, 0.480], [-0.326, -0.626, 0.705], [0.951, 0.213, -0.440], [-0.316, -2.044, 0.546], [-1.077, 0.039, -0.134], [-2.269, 0.343, -0.607], [1.455, -0.584, -1.191], [0.240, -2.397, 1.317], [0.196, -2.266, -0.315], [-0.127, 0.822, -0.879], [2.147, 1.936, -0.122], [2.263, 0.689, 1.142], [0.831, 1.743, 1.070], [-2.413, 0.990, -1.459], [-3.136, -0.082, -0.113]], "mulliken_charge": [-0.98, -0.22, 0.94, -0.59, 0.43, -0.92, -0.59, 0.26, 0.27, -0.16, 0.32, 0.30, 0.33, 0.31, 0.28]}

---

Entry 5:
{"formula": "C4H8N2O", "method": "ωB97M-V/def2-TZVPD", "relative_energy_kj_mol": 150.1, "energy_ev": -9304.838, "smiles": "C[C@](O)(C#N)CN", "homo_ev": -10.1, "lumo_ev": 0.9, "multiplicity": 1, "homo_lumo_gap_ev": 10.99, "elements": ["C", "C", "O", "C", "N", "C", "N", "H", "H", "H", "H", "H", "H", "H", "H"], "positions_angstrom": [[1.209, 1.501, -0.431], [0.513, 0.322, 0.231], [0.155, 0.687, 1.537], [1.332, -0.930, 0.299], [1.538, -2.065, 0.408], [-0.745, -0.176, -0.511], [-1.274, -1.330, 0.219], [2.091, 1.789, 0.148], [0.527, 2.357, -0.452], [1.520, 1.260, -1.452], [-0.513, 0.030, 1.805], [-0.510, -0.364, -1.570], [-1.461, 0.654, -0.462], [-0.554, -2.064, 0.307], [-2.036, -1.748, -0.304]], "mulliken_charge": [-1.55, 1.08, -0.56, 0.16, -0.58, -0.66, -0.65, 0.40, 0.35, 0.36, 0.43, 0.35, 0.38, 0.23, 0.25]}

---

Entry 6:
{"formula": "C4H8N2O", "method": "ωB97M-V/def2-TZVPD", "relative_energy_kj_mol": 193.3, "energy_ev": -9304.390, "homo_ev": -7.2, "lumo_ev": 0.4, "multiplicity": 1, "homo_lumo_gap_ev": 7.62, "elements": ["C", "N", "C", "N", "C", "O", "C", "H", "H", "H", "H", "H", "H", "H", "H"], "positions_angstrom": [[-2.300, -0.156, 0.010], [-1.034, 0.052, -0.650], [0.151, 0.008, -0.101], [0.341, -0.155, 1.206], [1.272, 0.131, -1.142], [0.825, 0.023, -2.323], [2.520, 0.338, -0.637], [-3.092, -0.188, -0.740], [-2.522, 0.659, 0.710], [-2.303, -1.109, 0.555], [-0.884, 0.093, -1.678], [-0.415, -0.269, 1.864], [1.284, -0.317, 1.523], [3.372, 0.410, -1.303], [2.698, 0.543, 0.414]], "mulliken_charge": [-1.04, -0.09, 0.37, -0.38, 0.77, -0.82, -1.05, 0.34, 0.33, 0.34, 0.35, 0.22, 0.20, 0.29, 0.18]}

---

Entry 7:
{"formula": "C4H8N2O", "method": "ωB97M-V/def2-TZVPD", "relative_energy_kj_mol": 110.3, "energy_ev": -9305.250, "smiles": "[H]/N=C(\\NC)C(C)=O", "homo_ev": -9.2, "lumo_ev": 0.6, "multiplicity": 1, "homo_lumo_gap_ev": 9.82, "elements": ["H", "N", "C", "N", "C", "C", "C", "O", "H", "H", "H", "H", "H", "H", "H"], "positions_angstrom": [[-0.710, -0.333, 1.922], [0.212, -0.153, 1.515], [0.047, -0.109, 0.242], [-1.126, -0.152, -0.447], [-2.420, -0.049, 0.170], [1.221, -0.029, -0.719], [2.570, 0.248, -0.171], [1.029, -0.182, -1.909], [-1.072, -0.063, -1.452], [-3.163, 0.045, -0.622], [-2.519, 0.826, 0.827], [-2.678, -0.940, 0.753], [2.872, -0.601, 0.443], [3.235, 0.364, -1.029], [2.503, 1.128, 0.476]], "mulliken_charge": [0.26, -0.69, 0.19, -0.15, -1.08, 0.91, -1.03, -0.61, 0.30, 0.33, 0.35, 0.32, 0.28, 0.34, 0.30]}

---

Entry 8:
{"formula": "C4H8N2O", "method": "ωB97M-V/def2-TZVPD", "relative_energy_kj_mol": 468.0, "energy_ev": -9301.543, "homo_ev": -8.8, "lumo_ev": 0.4, "multiplicity": 1, "homo_lumo_gap_ev": 9.21, "elements": ["C", "N", "C", "N", "C", "O", "C", "H", "H", "H", "H", "H", "H", "H", "H"], "positions_angstrom": [[-2.314, -0.213, 0.197], [-1.011, -0.251, -0.420], [0.114, -0.022, 0.292], [0.319, 0.156, 1.538], [1.400, 0.301, -0.929], [0.949, 0.351, -2.062], [2.603, 0.260, -0.267], [-3.055, -0.582, -0.515], [-2.604, 0.799, 0.514], [-2.332, -0.871, 1.073], [-0.907, -0.081, -1.416], [-0.547, 0.192, 2.078], [1.254, -0.713, -0.088], [3.533, 0.374, -0.813], [2.598, 0.301, 0.817]], "mulliken_charge": [-1.01, -0.22, 0.54, -0.66, 0.63, -0.67, -0.88, 0.33, 0.33, 0.32, 0.28, 0.25, 0.14, 0.30, 0.32]}

---

Entry 9:
{"formula": "C4H8N2O", "method": "ωB97M-V/def2-TZVPD", "relative_energy_kj_mol": 153.9, "energy_ev": -9304.799, "smiles": "NC(=O)CN1CC1", "homo_ev": -9.6, "lumo_ev": 1.0, "multiplicity": 1, "homo_lumo_gap_ev": 10.61, "elements": ["N", "C", "O", "C", "N", "C", "C", "H", "H", "H", "H", "H", "H", "H", "H"], "positions_angstrom": [[1.858, 0.086, -1.235], [1.676, -0.695, -0.144], [2.374, -1.653, 0.138], [0.522, -0.263, 0.756], [-0.428, 0.603, 0.076], [-1.703, 0.794, 0.742], [-1.605, -0.048, -0.475], [2.640, -0.101, -1.840], [1.264, 0.888, -1.379], [0.074, -1.182, 1.165], [0.954, 0.290, 1.599], [-1.859, 0.282, 1.692], [-2.120, 1.797, 0.688], [-1.692, -1.127, -0.347], [-1.952, 0.330, -1.434]], "mulliken_charge": [-0.32, 0.29, -0.63, -0.27, -0.34, -0.29, -0.48, 0.22, 0.25, 0.34, 0.28, 0.23, 0.24, 0.24, 0.25]}

---

Entry 10:
{"formula": "C4H8N2O", "method": "ωB97M-V/def2-TZVPD", "relative_energy_kj_mol": 196.0, "energy_ev": -9304.362, "homo_ev": -9.6, "lumo_ev": 0.8, "multiplicity": 1, "homo_lumo_gap_ev": 10.39, "elements": ["C", "C", "O", "C", "N", "C", "N", "H", "H", "H", "H", "H", "H", "H", "H"], "positions_angstrom": [[-0.699, 1.537, -0.264], [-0.464, 0.137, -0.798], [0.863, 0.038, -1.364], [1.362, -0.623, -0.256], [2.564, -0.889, -0.001], [-0.101, -0.921, 0.254], [-0.653, -0.843, 1.576], [0.098, 1.817, 0.435], [-1.664, 1.622, 0.249], [-0.694, 2.255, -1.089], [-1.231, -0.158, -1.517], [3.191, -0.542, -0.738], [-0.308, -1.920, -0.143], [-1.299, -1.596, 1.783], [-1.105, 0.042, 1.780]], "mulliken_charge": [-1.46, 0.24, -0.42, 0.28, -0.67, 0.18, -0.59, 0.35, 0.36, 0.35, 0.30, 0.28, 0.28, 0.27, 0.26]}

---

Entry 11:
{"formula": "C4H8N2O", "method": "ωB97M-V/def2-TZVPD", "relative_energy_kj_mol": 674.5, "energy_ev": -9299.403, "homo_ev": [-8.1, -8.0], "lumo_ev": [0.5, 0.6], "multiplicity": 1, "homo_lumo_gap_ev": [8.62, 8.55], "elements": ["C", "C", "C", "C", "O", "N", "N", "H", "H", "H", "H", "H", "H", "H", "H"], "positions_angstrom": [[-0.213, -0.281, -1.137], [0.032, 1.177, -1.167], [-0.346, -1.312, -0.067], [1.456, -0.372, 1.332], [-1.273, 0.426, 1.182], [-1.540, -0.697, 0.333], [1.027, -1.132, 0.396], [-2.063, 0.434, 1.740], [-0.252, -0.719, -2.131], [-0.538, -2.321, -0.427], [0.175, 1.531, -2.190], [-0.802, 1.764, -0.770], [0.910, 1.474, -0.590], [0.896, 0.251, 2.026], [2.530, -0.224, 1.472]], "mulliken_charge": [-0.17, -1.04, 0.35, -0.28, -0.36, -0.51, -0.48, 0.35, 0.34, 0.37, 0.36, 0.27, 0.28, 0.25, 0.28]}

---

Entry 12:
{"formula": "C4H8N2O", "method": "ωB97M-V/def2-TZVPD", "relative_energy_kj_mol": 680.7, "energy_ev": -9299.338, "homo_ev": [-9.3, -8.9], "lumo_ev": [0.0, -0.6], "multiplicity": 1, "homo_lumo_gap_ev": [9.32, 8.25], "elements": ["C", "C", "C", "C", "N", "N", "O", "H", "H", "H", "H", "H", "H", "H", "H"], "positions_angstrom": [[0.904, 0.880, 0.348], [0.873, -0.555, 0.009], [-0.446, 1.568, 0.310], [-0.270, -1.606, -0.193], [4.213, -0.829, 0.114], [1.225, -0.221, 1.301], [3.602, -0.313, -0.733], [1.723, 1.366, -0.048], [1.690, -0.885, -0.697], [-0.422, 2.381, 1.041], [-1.133, 0.866, 0.716], [-0.630, 1.982, -0.634], [-0.026, -2.351, -0.897], [-1.168, -0.963, -0.450], [-0.752, -1.997, 0.802]], "mulliken_charge": [0.19, 0.41, -1.32, -1.30, 0.13, -0.61, -0.15, 0.45, 0.19, 0.36, 0.42, 0.28, 0.39, 0.26, 0.30]}

---

Entry 13:
{"formula": "C4H8N2O", "method": "ωB97M-V/def2-TZVPD", "relative_energy_kj_mol": 514.8, "energy_ev": -9301.058, "homo_ev": -9.5, "lumo_ev": 0.6, "multiplicity": 1, "homo_lumo_gap_ev": 10.05, "elements": ["C", "C", "C", "O", "H", "H", "H", "H", "H", "H", "N", "N", "C", "H", "H"], "positions_angstrom": [[-1.071, -0.052, 1.268], [-1.383, 0.685, 0.064], [-1.765, 1.391, -0.886], [-0.511, -0.641, -1.579], [-0.856, -1.412, -2.045], [-1.587, 0.442, 2.099], [0.001, -0.047, 1.470], [-1.424, -1.083, 1.204], [-2.204, 2.337, -1.123], [-1.131, 0.459, -1.715], [2.774, -0.395, 1.428], [2.103, 0.028, -0.863], [2.441, -0.285, 0.252], [1.212, -0.291, -1.282], [3.401, -1.135, 1.706]], "mulliken_charge": [-0.85, 0.27, -0.44, -0.82, 0.19, 0.30, 0.17, 0.27, 0.40, 0.43, -0.59, -0.57, 0.55, 0.46, 0.23]}

---

Entry 14:
{"formula": "C4H8N2O", "method": "ωB97M-V/def2-TZVPD", "relative_energy_kj_mol": 480.7, "energy_ev": -9301.411, "smiles": "[H]/N=C(/C)O.C=C=N", "homo_ev": -8.1, "lumo_ev": -0.7, "multiplicity": 1, "homo_lumo_gap_ev": 7.37, "elements": ["H", "N", "C", "C", "O", "H", "H", "H", "H", "C", "C", "N", "H", "H", "H"], "positions_angstrom": [[-1.729, -1.427, -0.772], [-1.431, -1.037, 0.120], [-0.882, 0.113, 0.068], [-0.626, 0.889, 1.327], [-1.269, 1.122, -1.016], [-0.376, 0.204, 2.134], [0.236, 1.536, 1.163], [-1.477, 1.521, 1.566], [-1.967, 0.736, -1.565], [1.564, -1.516, -0.067], [1.273, -0.340, -0.585], [1.797, 0.681, -1.103], [2.553, -1.937, -0.034], [0.754, -2.052, 0.407], [1.580, 1.506, -1.643]], "mulliken_charge": [0.24, -0.63, 0.51, -0.97, -0.49, 0.32, 0.33, 0.32, 0.29, -0.93, 0.61, -0.49, 0.31, 0.32, 0.26]}

---

Entry 15:
{"formula": "C4H8N2O", "method": "ωB97M-V/def2-TZVPD", "relative_energy_kj_mol": 471.2, "energy_ev": -9301.509, "homo_ev": -9.0, "lumo_ev": 0.7, "multiplicity": 1, "homo_lumo_gap_ev": 9.65, "elements": ["C", "C", "C", "N", "C", "O", "N", "H", "H", "H", "H", "H", "H", "H", "H"], "positions_angstrom": [[-0.030, 0.267, 1.429], [0.486, -0.327, -1.190], [1.209, -1.648, -0.916], [-0.167, -1.432, -1.224], [-0.022, 1.295, 0.299], [0.898, 2.067, 0.148], [-1.314, 1.413, -0.305], [-0.710, -0.577, 1.278], [0.978, -0.091, 1.645], [-0.376, 0.831, 2.297], [1.857, -1.994, -1.711], [1.478, -1.914, 0.107], [-1.116, -1.775, -1.152], [-1.922, 1.839, 0.392], [-1.248, 2.046, -1.096]], "mulliken_charge": [-1.24, -0.32, -0.24, -0.13, 0.81, -0.59, -0.52, 0.33, 0.28, 0.39, 0.24, 0.18, 0.28, 0.25, 0.27]}

---

Entry 16:
{"formula": "C4H8N2O", "method": "ωB97M-V/def2-TZVPD", "relative_energy_kj_mol": 375.7, "energy_ev": -9302.499, "smiles": "OC[C@H]1C=NNC1", "homo_ev": -8.6, "lumo_ev": 0.9, "multiplicity": 1, "homo_lumo_gap_ev": 9.51, "elements": ["O", "C", "C", "C", "N", "N", "C", "H", "H", "H", "H", "H", "H", "H", "H"], "positions_angstrom": [[-1.552, -0.615, -1.081], [-1.569, 0.282, -0.028], [-0.220, 0.045, 0.667], [0.443, -1.258, 0.564], [1.382, -1.215, -0.326], [1.754, 0.049, -0.820], [0.923, 1.029, -0.106], [-1.579, -1.550, -0.683], [-2.475, 0.291, 0.607], [-1.648, 1.219, -0.640], [-0.290, 0.409, 1.643], [0.087, -2.153, 1.023], [2.741, 0.024, -0.894], [0.479, 1.934, -0.606], [1.524, 1.508, 0.681]], "mulliken_charge": [-0.51, -0.61, 0.19, -0.47, -0.47, -0.29, -0.55, 0.34, 0.29, 0.23, 0.45, 0.52, 0.28, 0.28, 0.30]}